44
Properties=species:S:1:pos:R:3:lowdin_charge:R:1 method="wB97M-V/def2-TZVPD" relative_energy_kj_mol=13.4 homo_energy_ev="-12.114 / -12.062" total_energy_ha=-1799.6592 total_charge=+1
Tl -2.79037 -0.15808 -3.90186 0.897
C 2.59079 -0.40013 2.57158 -0.035
C 1.13672 -0.17431 2.86805 -0.247
C 0.59961 1.11305 2.85186 -0.016
C -0.74033 1.32848 3.10857 -0.044
C -1.55337 0.23610 3.38762 -0.306
C -1.04470 -1.05680 3.41681 -0.041
C 0.29931 -1.25103 3.15571 -0.019
S -3.23367 0.49730 3.74871 0.684
O -3.79168 -0.69024 4.30625 -0.250
O -3.42714 1.79956 4.28958 -0.245
N -4.00328 0.59903 2.21914 -0.026
C -4.38350 -0.57837 1.47008 -0.185
C -4.40968 -0.21032 0.00177 -0.064
C -3.03595 0.32774 -0.35465 -0.583
O -2.47859 1.01141 0.56604 0.109
O -2.49570 0.12365 -1.45283 -0.214
H 3.18161 0.48969 2.78273 0.083
H 2.72784 -0.64912 1.51658 0.079
H 2.98988 -1.22749 3.15677 0.086
H 1.24529 1.95775 2.64761 0.121
H -1.15228 2.32837 3.11178 0.124
H -1.69047 -1.88627 3.67186 0.118
H 0.71090 -2.25179 3.19465 0.122
H -4.08571 1.52576 1.81913 0.137
H -5.33892 -0.95963 1.83716 0.144
H -3.63730 -1.35469 1.65686 0.138
H -5.13808 0.58797 -0.17058 0.141
H -4.67794 -1.05101 -0.63338 0.130
C 3.58609 -0.74651 -2.16612 -0.174
Si 3.05084 0.01809 -3.77694 0.448
C 3.44919 -1.03793 -5.26157 -0.169
C 3.58828 1.78487 -3.96195 -0.178
C 1.16312 -0.00653 -3.73190 -0.071
C -0.10445 -0.03284 -3.74316 -0.061
H 4.67663 -0.78606 -2.12306 0.045
H 3.20582 -1.76350 -2.06425 0.041
H 3.24150 -0.15984 -1.31324 0.029
H 4.53515 -1.10022 -5.36500 0.046
H 3.05210 -0.60932 -6.18206 0.041
H 3.06191 -2.05094 -5.15149 0.041
H 4.67773 1.84910 -3.99381 0.043
H 3.24272 2.39419 -3.12554 0.040
H 3.20011 2.22080 -4.88349 0.041

***

46
Properties=species:S:1:pos:R:3:lowdin_charge:R:1 method="wB97M-V/def2-TZVPD" relative_energy_kj_mol=0.0 homo_energy_ev=-12.424 total_energy_ha=-1173.5284 total_charge=+1
Au -1.77820 0.38819 -0.35935 1.413
C -2.73481 1.94513 2.91317 -0.008
C -1.33629 1.60269 2.54362 -0.305
C -0.12302 2.02905 3.07717 0.049
C 0.87570 1.44958 2.30891 -0.245
C 2.35191 1.59111 2.44613 0.001
N 0.29602 0.68488 1.36568 0.036
N -1.06997 0.75540 1.55098 -0.039
B 0.95147 -0.16526 0.21112 -0.464
N 0.19309 -1.51618 0.19184 0.041
N -1.12849 -1.45398 -0.08044 -0.094
C -1.65845 -2.67511 -0.06983 -0.285
C -3.10069 -2.92402 -0.33453 -0.007
C -0.62304 -3.56485 0.22101 0.052
C 0.52686 -2.80288 0.37972 -0.236
C 1.91835 -3.22294 0.69767 0.004
N 0.80186 0.44283 -1.23445 0.036
N -0.39997 0.47559 -1.90571 -0.040
C -0.23594 1.06143 -3.08611 -0.301
C -1.37782 1.30592 -4.00427 -0.008
C 1.12155 1.35859 -3.22692 0.047
C 1.73735 0.97144 -2.04969 -0.248
C 3.17486 1.07590 -1.67397 0.000
H -2.74572 2.68831 3.70613 0.089
H -3.26999 1.06165 3.26186 0.091
H -3.25685 2.35307 2.04684 0.079
H 0.01668 2.67445 3.92701 0.126
H 2.58393 2.11430 3.37046 0.092
H 2.76538 2.16864 1.61835 0.087
H 2.84513 0.62072 2.46274 0.086
H 2.10474 -0.31383 0.44805 0.116
H -3.63728 -1.99435 -0.52499 0.067
H -3.56535 -3.41635 0.51883 0.095
H -3.22280 -3.57120 -1.20219 0.095
H -0.70325 -4.63474 0.30519 0.127
H 1.96064 -4.30277 0.81385 0.091
H 2.26205 -2.76299 1.62402 0.093
H 2.60393 -2.93537 -0.09934 0.093
H -2.30607 0.94001 -3.56832 0.073
H -1.21777 0.81042 -4.96102 0.092
H -1.48675 2.37394 -4.18915 0.096
H 1.60239 1.79594 -4.08478 0.126
H 3.75076 1.41931 -2.52977 0.092
H 3.57305 0.11496 -1.35191 0.086
H 3.31580 1.79031 -0.86226 0.085
F -2.35497 2.19307 -0.61136 -0.475

***

48
Properties=species:S:1:pos:R:3:lowdin_spin:R:1 method="wB97M-V/def2-TZVPD" relative_energy_kj_mol=0.0 homo_energy_ev="-2.036 / -2.747" total_energy_ha=-6541.3577 multiplicity=3 total_charge=-2
Pt -15.32892 -12.35292 1.31505 0.081
Br -22.41472 -10.99188 3.91962 0.286
C -20.01161 -11.52534 2.55810 0.568
C -19.62891 -11.34560 1.21580 0.063
C -18.31345 -11.56732 0.85791 0.034
N -17.39913 -11.93947 1.74413 0.003
C -17.69497 -12.13356 3.04667 0.016
C -18.97701 -11.85858 3.46109 0.052
H -20.30817 -11.06319 0.46207 0.005
H -17.98160 -11.29845 -0.10378 0.008
H -16.87107 -12.47483 3.65592 0.003
H -19.12804 -12.04248 4.52902 0.005
C -15.56511 -10.47645 -1.79617 -0.002
Ge -16.01224 -12.36654 -2.02562 0.088
C -17.78977 -12.77255 -2.82236 0.017
C -15.00173 -13.18758 -3.47712 0.024
C -15.91307 -13.24891 -0.32244 0.671
H -15.96431 -10.07034 -0.87732 0.000
H -15.76927 -9.83757 -2.64893 0.000
H -14.52337 -10.49971 -1.52198 0.000
H -18.59957 -12.10521 -2.53965 0.000
H -17.95097 -13.78917 -2.42600 0.002
H -17.77499 -12.80105 -3.98823 0.002
H -15.38465 -12.66916 -4.38336 0.003
H -15.35123 -14.24156 -3.60557 0.000
H -13.93720 -13.06946 -3.35910 0.000
H -15.88841 -14.29041 -0.47496 0.051
C -14.04888 -13.74610 4.14279 0.000
S -14.11764 -12.01955 4.46640 0.000
O -14.92536 -11.82971 5.73170 0.000
O -12.74137 -11.59429 4.53929 0.000
O -14.93154 -11.36688 3.33368 0.003
H -13.35414 -14.01131 3.34692 0.000
H -15.02910 -13.98625 3.79697 0.000
H -13.78540 -14.16128 5.09822 0.000
C -9.00659 -10.82726 2.55097 0.000
C -10.24073 -10.85905 1.67789 0.000
C -10.53559 -9.73349 0.92128 0.000
C -11.62527 -9.83378 0.12144 0.000
N -12.40877 -10.89061 0.08893 0.000
C -12.11928 -11.92038 0.93420 0.001
S -13.26556 -13.27185 0.93389 0.014
N -10.99494 -11.90447 1.70988 0.000
H -9.25567 -10.78171 3.62872 0.000
H -8.38240 -9.93222 2.36465 0.000
H -8.49167 -11.74209 2.37781 0.000
H -9.95577 -8.80456 1.08801 0.000
H -11.88757 -8.95974 -0.38599 0.000

***

46
Properties=species:S:1:pos:R:3:lowdin_charge:R:1 method="wB97M-V/def2-TZVPD" relative_energy_kj_mol=15.2 homo_energy_ev=-11.916 total_energy_ha=-2339.9283 total_charge=+1
O -1.88134 -3.22924 -3.45475 -0.334
P -1.37057 -3.52450 -2.12500 0.789
N -0.51793 -2.09749 -1.39518 -0.222
C -1.25120 -0.85203 -1.83688 -0.133
C -0.93985 0.38753 -0.99763 -0.160
C -0.59996 0.18084 0.48190 -0.308
C 0.21839 -1.08627 0.75252 -1.023
I 2.20566 -0.83562 -0.04619 1.088
P 0.39296 -1.26151 2.61438 0.614
O 1.31120 -2.59374 2.73866 -0.362
Cl -1.53967 -1.96167 2.97108 0.338
C -0.48341 -2.25837 0.09083 -0.320
H -2.33990 -3.78100 -1.14984 0.056
H -0.38088 -4.51139 -2.02329 0.049
H 0.43096 -2.12513 -1.78420 0.094
H -0.93070 -0.66633 -2.85931 0.136
H -2.31504 -1.07181 -1.90272 0.128
H -0.16352 0.98294 -1.47261 0.107
H -1.84254 0.99845 -1.02690 0.128
H -0.00001 1.03198 0.79960 0.105
H -1.48873 0.16298 1.11499 0.066
H 1.48312 -3.03022 1.90090 0.016
H -0.01462 -3.21425 0.33354 0.116
H -1.51213 -2.28324 0.44649 0.080
N -2.70442 1.32208 2.85574 0.038
C -2.93199 2.63124 2.74930 -0.150
C -4.08305 3.24779 3.21253 -0.064
C -5.05465 2.46489 3.81603 -0.066
C -4.83325 1.10236 3.93464 -0.059
C -3.64520 0.58474 3.44421 -0.179
H -2.15018 3.21126 2.27041 0.104
H -4.21286 4.31524 3.10221 0.106
H -5.96728 2.91014 4.18938 0.111
H -5.56193 0.45414 4.40090 0.107
H -3.40944 -0.47223 3.51261 0.019
N 4.71946 0.25382 -1.68099 -0.030
C 4.69452 0.05600 -2.99869 -0.170
C 5.16693 0.97567 -3.92014 -0.063
C 5.69243 2.16868 -3.44994 -0.064
C 5.72630 2.38863 -2.08272 -0.059
C 5.23126 1.40374 -1.24324 -0.161
H 4.27842 -0.89050 -3.32757 0.100
H 5.12569 0.75979 -4.97852 0.106
H 6.07198 2.91272 -4.13753 0.112
H 6.13028 3.30307 -1.67196 0.108
H 5.24667 1.53580 -0.16706 0.106